Entry from the Open Molecules 2025 dataset: a single C2H3O2P molecule in a non-equilibrium geometry (ωB97M-V/def2-TZVPD).

## Properties
LUMO: -0.5840 eV
maximum force: 5.33 eV/A
HOMO energy: -9.24 eV
gap between HOMO and LUMO: 8.659 eV
2S+1: 1
M: 90.02 g mol⁻¹

The geometry in XYZ format:
```
8
Properties=species:S:1:pos:R:3:forces:R:3:nbo_charge:R:1
C -1.005615 0.040671 1.180442 3.050 0.368 0.566 -0.491
C 0.802162 0.081406 -0.629799 1.327 1.962 -3.500 0.228
O 0.897380 0.034805 0.652796 -1.931 -0.378 4.953 -0.543
O -0.281329 -0.667640 -1.037644 -2.636 -1.467 -1.596 -0.778
P -1.651563 -0.691499 -0.111456 1.185 0.220 -0.957 1.060
H -1.190037 0.345967 2.227662 0.527 -0.189 -1.001 0.241
H 0.762930 1.146449 -0.978020 -0.839 -0.268 -0.163 0.104
H 1.666072 -0.290158 -1.303981 -0.683 -0.246 1.698 0.178
```
Positions in Å, forces in eV/Å.

=====

Entry from the Open Molecules 2025 dataset: a single C2H3O2P molecule in a non-equilibrium geometry (ωB97M-V/def2-TZVPD).

## Properties
<S²>: 2.01
LUMO (alpha / beta): 0.6664 / -4.2502 eV
maximum force: 4.64 eV/A
HOMO energy (alpha / beta): -4.96 / -10.05 eV
gap between HOMO and LUMO (alpha / beta): 5.629 / 5.804 eV
2S+1: 3
M: 90.02 g mol⁻¹

The geometry in XYZ format:
```
8
Properties=species:S:1:pos:R:3:forces:R:3:nbo_charge:R:1
C 0.161692 -0.005766 -0.267362 1.115 3.523 -2.800 -0.408
C -0.721216 -0.508940 -1.335173 -1.072 -0.128 -0.036 0.751
O 0.406137 -1.182575 -1.201011 0.369 -0.485 0.016 -0.446
O -1.751924 -0.494280 -1.909919 -0.086 -0.417 -0.111 -0.468
P 0.829527 0.002272 1.545140 0.441 -0.057 1.418 0.409
H 0.653885 0.956331 -0.747205 -0.500 -1.887 1.057 0.202
H 0.826791 1.359682 1.817461 0.705 0.500 -0.289 -0.004
H -0.404893 -0.126724 2.098068 -0.971 -1.049 0.745 -0.036
```
Positions in Å, forces in eV/Å.

=====

Entry from the Open Molecules 2025 dataset: a molecular structure, C2H3O2Rb in a non-equilibrium geometry (ωB97M-V/def2-TZVPD).

## Properties
LUMO: -1.0833 eV
maximum force: 1.86 eV/A
HOMO energy: -5.67 eV
gap between HOMO and LUMO: 4.589 eV
2S+1: 1
M: 144.51 g mol⁻¹

The geometry in XYZ format:
```
8
Properties=species:S:1:pos:R:3:forces:R:3:nbo_charge:R:1
C -2.007503 -0.852553 0.901823 1.488 -0.479 -1.013 0.563
O -1.122332 -1.214853 0.275842 -1.356 0.560 0.961 -0.566
Rb 1.853036 -0.103726 -1.108155 -0.776 0.872 0.716 0.979
O 0.112884 2.055344 0.560603 0.717 -0.701 -0.632 -1.068
C -0.412856 3.150754 1.203000 -0.149 -0.620 -0.008 -0.204
H 0.302379 3.686403 1.863951 0.028 0.085 -0.162 0.098
H -0.855495 3.898902 0.510265 0.117 0.077 0.108 0.100
H -1.241167 2.846118 1.880334 -0.068 0.206 0.030 0.098
```
Positions in Å, forces in eV/Å.

=====

Entry from the Open Molecules 2025 dataset: 2 unconnected molecules or ions with the total composition C2H3O2S in a non-equilibrium geometry (ωB97M-V/def2-TZVPD).

## Properties
LUMO: 3.6130 eV
maximum force: 3.55 eV/A
HOMO energy: -2.78 eV
gap between HOMO and LUMO: 6.390 eV
2S+1: 1
M: 91.11 g mol⁻¹
charge: -1

The geometry in XYZ format:
```
8
Properties=species:S:1:pos:R:3:forces:R:3:nbo_charge:R:1
C 1.281379 0.464613 0.760601 -0.824 2.193 2.671 0.515
C -0.696067 -0.651363 -0.901240 0.958 -0.267 -1.750 -1.074
O -0.691155 1.341510 1.059672 2.438 -1.626 -1.025 -1.014
O 2.152109 0.741721 1.531475 -1.830 -0.292 -1.575 -0.555
S 1.019251 -0.690895 -0.424247 -1.351 -1.054 -1.132 0.272
H -1.352953 -1.221430 -0.213887 0.527 -0.023 -0.872 0.201
H -0.745083 -0.750710 -2.079400 -0.106 0.025 2.696 0.196
H -0.967481 0.766553 0.267026 0.188 1.042 0.987 0.460
```
Positions in Å, forces in eV/Å.

=====

Entry from the Open Molecules 2025 dataset: 2 unconnected molecules or ions with the total composition C2H3O2S2 in a non-equilibrium geometry (ωB97M-V/def2-TZVPD).

## Properties
LUMO (alpha / beta): 3.6402 / 3.6402 eV
maximum force: 2.92 eV/A
HOMO energy (alpha / beta): -2.73 / -2.73 eV
gap between HOMO and LUMO (alpha / beta): 6.373 / 6.371 eV
2S+1: 1
M: 123.18 g mol⁻¹
charge: -1

The geometry in XYZ format:
```
9
Properties=species:S:1:pos:R:3:forces:R:3:nbo_charge:R:1
C -0.625173 -0.059649 -0.098836 -2.379 0.690 -1.125 -0.514
C 0.604907 -0.510004 0.551152 1.326 -0.175 1.418 -0.644
O 3.253415 0.710450 -1.094985 0.198 -0.903 0.858 -0.954
O 3.724536 -0.469405 1.053000 0.734 0.243 0.566 -0.954
S -0.065190 -1.772839 -0.510719 -0.788 -0.514 -1.282 -0.085
S 3.137990 -0.501483 -0.262281 -2.001 0.928 -0.888 1.594
H -1.776932 -0.058808 0.277483 2.906 0.043 -0.282 0.182
H -0.520051 0.696748 -0.953944 -0.053 -1.215 1.198 0.200
H 0.521670 -0.943105 1.577213 0.056 0.902 -0.463 0.175
```
Positions in Å, forces in eV/Å.

=====

Entry from the Open Molecules 2025 dataset: a molecular structure, C2H3O2S2 in a non-equilibrium geometry (ωB97M-V/def2-TZVPD).

## Properties
LUMO: 3.6406 eV
maximum force: 3.05 eV/A
HOMO energy: -3.33 eV
gap between HOMO and LUMO: 6.970 eV
2S+1: 1
M: 123.18 g mol⁻¹
charge: -1

The geometry in XYZ format:
```
9
Properties=species:S:1:pos:R:3:forces:R:3:nbo_charge:R:1
C -0.369797 0.896742 -0.332338 0.638 -1.406 2.311 -0.079
C 0.941136 -1.271640 0.321749 1.667 -0.081 1.440 -0.924
O 0.831991 1.278335 -0.611088 0.561 0.968 -0.416 -0.764
O 3.266474 0.091716 0.455927 0.492 0.272 0.454 -0.982
S -0.475337 -1.123073 -0.535806 -1.144 0.001 -1.639 -0.013
S 2.184777 -0.335483 -0.436926 -2.229 -1.857 0.951 1.279
H -0.566326 0.792014 0.793436 -0.484 0.940 -1.270 0.121
H -1.139727 1.191307 -0.996946 -1.065 0.558 -0.410 0.152
H 0.686210 -1.451520 1.429734 1.563 0.605 -1.420 0.210
```
Positions in Å, forces in eV/Å.

=====

Entry from the Open Molecules 2025 dataset: a molecular structure, C2H3O2Tb in a non-equilibrium geometry (ωB97M-V/def2-TZVPD).

## Properties
<S²>: 12.82
LUMO (alpha / beta): -13.1498 / -9.8985 eV
maximum force: 3.04 eV/A
HOMO energy (alpha / beta): -19.61 / -18.80 eV
gap between HOMO and LUMO (alpha / beta): 6.461 / 8.897 eV
2S+1: 7
M: 217.97 g mol⁻¹
charge: +2

The geometry in XYZ format:
```
8
Properties=species:S:1:pos:R:3:forces:R:3:lowdin_charge:R:1
H 2.291351 0.726767 -0.446460 -0.362 -0.420 -1.078 0.127
C 1.311551 1.199304 -0.439472 -0.531 1.923 2.112 0.051
C 0.596579 2.032031 0.156266 2.260 -1.767 -1.012 -0.034
H 0.660936 2.877749 0.833811 -0.881 0.355 -0.321 0.108
O 0.436161 -1.037775 -0.670071 -2.377 0.416 -0.155 -0.161
O -1.012536 -1.045009 -0.824511 2.165 0.038 0.460 -0.152
H -1.184031 -0.584741 -1.656781 -0.046 -0.237 -1.169 0.152
Tb -0.638576 -0.022371 1.166376 -0.228 -0.308 1.164 1.908
```
Positions in Å, forces in eV/Å.

=====

Entry from the Open Molecules 2025 dataset: a molecular structure, C2H3O2Tl in a non-equilibrium geometry (ωB97M-V/def2-TZVPD).

## Properties
LUMO: 0.1753 eV
maximum force: 2.96 eV/A
HOMO energy: -8.36 eV
gap between HOMO and LUMO: 8.531 eV
2S+1: 1
M: 263.43 g mol⁻¹

The geometry in XYZ format:
```
8
Properties=species:S:1:pos:R:3:forces:R:3:lowdin_charge:R:1
C -0.904689 -0.334169 -0.260556 -1.129 0.503 0.432 -0.071
C -0.037565 0.817039 -0.530247 -1.214 -1.099 -1.008 -0.471
O 1.198543 0.879600 0.005824 -0.376 1.496 -1.398 -0.488
O -0.281189 -1.169893 0.573208 -0.557 -0.559 -0.024 -0.246
H -0.707066 1.704843 -0.401743 0.502 -0.296 -0.443 0.131
H -0.865995 -1.875450 0.872500 -0.123 -0.157 -0.377 0.109
Tl 1.786332 -0.501927 1.414013 2.081 -0.871 1.921 0.878
H -0.188371 0.479957 -1.672999 0.816 0.983 0.897 0.157
```
Positions in Å, forces in eV/Å.

=====

Number 1: energy -15502.4445 eV. Number 2: energy -15498.0981 eV. Number 3: energy -6870.4164 eV. Number 4: energy -17050.0343 eV. Number 5: energy -27886.7644 eV. Number 6: energy -27886.8240 eV. Number 7: energy -28625.7276 eV. Number 8: energy -10907.3085 eV.